[1]
Computed, not measured: a cluster of 8 separate species, H16O8 in total, with ωB97M-V with the def2-TZVPD basis set.

Summary:
* total charge: 0

CARTESIAN COORDINATES (ANGSTROEM)
O -0.565 1.660 -1.577
H -0.667 1.009 -0.875
H -0.134 1.141 -2.276
O 0.379 0.308 -3.583
H -0.479 0.317 -4.051
H 0.996 0.483 -4.248
O -2.192 -0.074 2.615
H -1.444 -0.628 2.595
H -2.285 -0.037 3.555
O -0.721 -0.524 -0.302
H -0.051 -0.723 -0.936
H -0.458 -0.887 0.539
O -1.027 2.071 1.328
H -1.177 1.238 1.712
H -1.780 2.664 1.377
O 0.220 -1.196 2.380
H 0.349 -0.405 2.865
H 0.560 -1.927 2.895
O 2.339 0.022 0.889
H 1.776 -0.407 1.530
H 1.712 0.320 0.268
O 1.513 -1.433 -1.839
H 1.235 -0.797 -2.509
H 1.911 -2.197 -2.344

Results of the Löwdin charge analysis, in e, for atoms 1 through 4:
1 O -0.10
2 H -0.05
3 H -0.05
4 O -0.02

[2]
Computed, not measured: a cluster of 8 separate species, H16O8 in total, with ωB97M-V with the def2-TZVPD basis set.

Summary:
* total charge: 0

CARTESIAN COORDINATES (ANGSTROEM)
O -7.056 -20.088 6.694
H -7.157 -21.011 6.926
H -7.945 -19.792 6.494
O -4.950 -11.778 4.109
H -5.437 -12.005 4.901
H -4.317 -11.120 4.397
O -12.341 -18.580 0.665
H -11.914 -18.796 1.494
H -13.272 -18.525 0.882
O -9.768 -16.012 3.937
H -10.468 -16.485 4.387
H -9.250 -15.623 4.642
O -11.702 -13.549 1.000
H -11.718 -14.158 0.261
H -11.279 -14.038 1.706
O -4.306 -17.162 6.420
H -4.800 -16.389 6.695
H -4.961 -17.858 6.363
O -7.451 -14.107 7.754
H -7.194 -13.524 8.468
H -8.173 -14.623 8.113
O -12.411 -19.096 5.125
H -13.332 -19.007 5.369
H -12.013 -19.564 5.858

Results of the Löwdin charge analysis, in e, for atoms 1 through 4:
1 O -0.05
2 H 0.03
3 H 0.02
4 O -0.05

Relative energy (zero: lowest compared OMol25 entry of this formula, charge and spin)? In order: 70.5, 65.8 kcal/mol.
Max |F|? In order: 2.8, 0.3 eV/A.
Gap between HOMO and LUMO? In order: 0.3478, 0.4008 Eh.